Computed, not measured: a cluster of 9 separate species, C27H63N9O9 in total at a distorted geometry, with ωB97M-V/def2-TZVPD.

Atoms and positions in Å:
C -4.79257 1.17434 3.90785
N -4.60768 1.13504 2.49604
C -5.03309 -0.15626 1.82446
C -4.00027 2.14500 1.88313
O -3.67265 2.13587 0.69758
H -4.33845 2.02283 4.41966
H -4.47775 0.22864 4.34904
H -5.85853 1.28535 4.10658
H -4.56571 -0.99220 2.34492
H -6.11858 -0.13867 1.92190
H -4.76877 -0.20262 0.76802
H -3.95833 3.05143 2.50671
C 1.21316 4.94007 3.40281
N 0.95035 6.35285 2.99182
C -0.36277 6.65048 2.40846
C 1.93577 7.24024 2.94242
O 1.78015 8.33661 2.36463
H 2.26578 4.85280 3.67203
H 1.03105 4.28408 2.55156
H 0.48445 4.71277 4.18088
H -1.00909 5.78709 2.56637
H -0.87275 7.46152 2.92832
H -0.35575 6.79896 1.32865
H 2.85548 6.86407 3.41657
C -4.91682 -5.89832 -1.42291
N -3.75734 -5.98003 -0.53084
C -2.54645 -5.79210 -1.21985
C -3.91333 -6.27678 0.76847
O -2.99266 -6.54717 1.57668
H -4.91272 -6.63828 -2.22324
H -4.68904 -4.99676 -1.99160
H -5.85282 -5.77853 -0.87731
H -2.45393 -4.77298 -1.59524
H -1.65685 -5.86982 -0.59481
H -2.41025 -6.43254 -2.09129
H -4.97085 -6.39767 1.04994
C 2.35043 -0.32612 9.24176
N 1.08030 0.32115 8.97672
C 0.52366 0.13100 7.61729
C 0.58769 1.26415 9.74949
O -0.36874 2.01094 9.55887
H 2.10965 -1.35996 8.99419
H 2.59727 -0.32787 10.30345
H 3.09596 0.04354 8.53775
H -0.27416 -0.60934 7.55833
H 0.15752 0.97901 7.03857
H 1.21894 -0.36369 6.93908
H 1.10194 1.32768 10.72093
C 0.62799 5.57437 -3.72983
N -0.28831 6.28569 -4.59693
C 0.31457 7.51489 -4.97975
C -1.49902 5.85321 -4.77362
O -2.36418 6.45802 -5.39013
H 0.97861 6.25076 -2.95030
H 1.47564 5.27146 -4.34451
H 0.15478 4.74280 -3.20767
H -0.41906 8.05838 -5.57516
H 0.47509 8.17318 -4.12594
H 1.12380 7.32109 -5.68380
H -1.67021 4.92762 -4.20248
C 4.18295 2.97627 -7.03597
N 3.01702 2.35092 -7.73940
C 2.29792 1.35352 -7.00543
C 2.72870 2.80848 -8.99997
O 1.73644 2.53332 -9.66229
H 5.04560 2.52675 -7.52777
H 4.19023 2.67029 -5.98982
H 4.18475 4.06480 -7.09257
H 1.62032 1.87006 -6.32563
H 1.75678 0.70354 -7.69304
H 2.97505 0.67331 -6.48881
H 3.50527 3.54853 -9.24789
C 0.84964 -0.63788 1.15911
N 0.48648 -0.33326 -0.17055
C 1.31742 0.57577 -0.92865
C -0.64774 -0.87220 -0.71133
O -0.97738 -0.79226 -1.89612
H 0.33033 -1.44102 1.68197
H 0.68155 0.27654 1.72804
H 1.91642 -0.85725 1.20334
H 2.39884 0.44778 -0.97596
H 0.99246 0.65597 -1.96600
H 0.97814 1.49792 -0.45683
H -1.25389 -1.41619 0.02953
C 3.23007 -5.23626 6.59545
N 2.04568 -6.03081 6.57624
C 2.24418 -7.39503 7.08853
C 0.89923 -5.66275 5.98745
O 0.73389 -4.54356 5.47299
H 3.98144 -5.60427 5.89682
H 3.71161 -5.26880 7.57278
H 3.01344 -4.19085 6.37573
H 1.29892 -7.93111 7.17352
H 2.83866 -7.85746 6.30059
H 2.78463 -7.49670 8.02963
H 0.11956 -6.43936 5.95302
C 1.65842 -4.22721 -8.73898
N 0.41981 -3.79321 -8.03745
C 0.38643 -3.75537 -6.60910
C -0.58634 -3.26096 -8.72894
O -0.64466 -3.19585 -9.95093
H 1.58296 -4.20907 -9.82619
H 1.77771 -5.29641 -8.56389
H 2.51129 -3.67983 -8.33762
H 0.65946 -4.73474 -6.21614
H 1.20420 -3.15807 -6.20591
H -0.53186 -3.39571 -6.14488
H -1.39260 -2.93160 -8.05539

Values from the calculation:
Multiplicity ... 1
E_tot ... -2236.4096 Ha
Energy relative to the best compared isomer or geometry (same formula, charge and spin) ... 8.889 eV
Structure (SMILES) ... CN(C)C=O.CN(C)C=O.CN(C)C=O.CN(C)C=O.CN(C)C=O.CN(C)C=O.CN(C)C=O.CN(C)C=O.CN(C)C=O
Total charge ... 0